{
  "formula": "C6H15N2",
  "method": "the ωB97M-V functional and the def2-TZVPD basis",
  "homo_lumo_gap_ha": 0.2598,
  "e_lumo_ev": -6.5,
  "de_lowest_kj_mol": 394.3,
  "e_tot_ha": -346.7624,
  "total_charge": 1,
  "e_homo_ev": -13.545,
  "elements": ["C", "C", "C", "C", "N", "C", "C", "N", "H", "H", "H", "H", "H", "H", "H", "H", "H", "H", "H", "H", "H", "H", "H"],
  "coordinates": [[0.826, -1.137, 2.194], [1.482, -1.163, 0.794], [0.651, -0.412, -0.292], [-0.310, -1.169, -0.987], [-1.092, -0.574, -2.071], [0.620, 0.973, -0.452], [1.783, 1.898, -0.425], [-3.291, 0.904, -0.128], [0.572, -0.071, 2.396], [-0.116, -1.920, 2.161], [1.902, -2.157, 0.458], [2.385, -0.525, 0.912], [-0.393, -2.263, -0.914], [-0.729, -0.786, -2.993], [-1.234, 0.449, -2.007], [-0.360, 1.422, -0.504], [-4.320, 1.017, -0.207], [1.605, 2.825, 0.099], [2.309, 2.008, -1.381], [2.475, 1.407, 0.199], [1.390, -1.418, 3.094], [-3.102, 0.476, 0.836], [-3.054, 0.215, -0.781]],
  "mulliken_charge": [-0.9696, -0.7963, 0.6384, -0.3059, -0.5238, 0.0129, -1.0907, -0.6617, 0.3138, 0.2338, 0.4282, 0.2456, 0.4342, 0.2990, 0.2412, 0.3919, 0.2686, 0.3638, 0.3226, 0.3468, 0.3859, 0.2235, 0.1978]
}